{"formula": "C26H37AsNO8P2SZn", "method": "the ωB97M-V functional and the def2-TZVPD basis", "elements": ["Zn", "N", "C", "C", "P", "O", "O", "O", "P", "O", "O", "O", "H", "H", "H", "H", "H", "H", "H", "H", "C", "C", "C", "S", "O", "C", "C", "C", "H", "H", "H", "H", "H", "H", "H", "H", "H", "H", "H", "H", "H", "H", "O", "As", "C", "C", "C", "C", "C", "C", "C", "C", "C", "C", "C", "C", "C", "C", "C", "C", "C", "C", "H", "H", "H", "H", "H", "H", "H", "H", "H", "H", "H", "H", "H", "H", "H"], "xyz": [[0.7719, 0.0439, 0.3645], [2.9818, -2.8566, 1.7076], [3.2639, -2.6074, 0.2507], [4.4047, -3.4909, -0.2867], [1.5550, -2.9957, -0.4680], [1.8086, -3.1208, -2.0498], [1.0200, -4.1833, 0.1890], [0.6739, -1.7314, -0.3450], [3.8994, -0.8108, 0.1529], [4.3267, -0.8267, -1.4032], [4.9717, -0.6764, 1.0999], [2.7100, 0.1336, 0.4480], [3.8153, -2.9138, 2.2693], [2.3227, -3.6507, 1.7500], [2.4359, -2.1191, 2.2350], [4.1351, -4.4978, -0.2253], [5.2765, -3.2272, 0.2717], [4.6092, -3.2909, -1.3778], [1.6054, -4.0279, -2.3671], [5.1907, -0.5627, -1.5755], [3.2113, 2.4849, 5.3649], [3.0827, 1.5460, 4.1672], [1.8787, 1.8158, 3.3462], [0.7773, 0.3272, 2.8875], [1.5304, -1.0057, 3.0407], [-0.5320, 0.4881, 4.1479], [-1.4877, -0.6794, 3.9400], [-2.3388, -0.5113, 2.7811], [4.2049, 2.5401, 5.7764], [2.5446, 2.0973, 6.1447], [2.8902, 3.5037, 5.1636], [3.0390, 0.5101, 4.6770], [3.9609, 1.6597, 3.4472], [2.0899, 2.3658, 2.4348], [1.2589, 2.4303, 3.9899], [-0.9788, 1.4609, 3.9014], [-0.0878, 0.4852, 5.1409], [-2.1092, -0.6156, 4.8068], [-0.9734, -1.6362, 3.8578], [-3.0016, 0.3128, 2.9671], [-2.8963, -1.4617, 2.5230], [-1.7062, -0.2613, 1.8707], [-0.5081, 1.3667, -0.3026], [-1.4727, 1.0914, -1.7219], [-2.9129, -0.1964, -1.3412], [-4.2309, 0.2474, -1.2962], [-5.2979, -0.6204, -1.0667], [-5.0253, -2.0129, -0.8702], [-3.6863, -2.4219, -0.7524], [-2.6201, -1.5081, -1.0865], [-2.3164, 2.6926, -2.1556], [-2.6453, 3.5620, -1.1343], [-3.5251, 4.6235, -1.4306], [-3.9097, 4.9072, -2.7362], [-3.4356, 4.0783, -3.7296], [-2.6521, 2.9479, -3.4776], [-0.3483, 0.3654, -3.0981], [1.0930, 0.5558, -2.9592], [1.8859, -0.0322, -3.9304], [1.2839, -0.8342, -4.9190], [-0.0804, -0.8013, -5.1217], [-0.9157, -0.1994, -4.2319], [-4.4197, 1.2828, -1.5546], [-6.3286, -0.3233, -1.1779], [-5.8329, -2.6650, -0.7930], [-3.4963, -3.4762, -0.6379], [-1.6022, -1.9259, -0.9892], [-2.3835, 3.1905, -0.1475], [-3.9363, 5.1875, -0.6010], [-4.5575, 5.7635, -2.9853], [-3.7872, 4.2800, -4.7470], [-2.2812, 2.2868, -4.1838], [1.4544, 1.1346, -2.1359], [2.9329, 0.1322, -3.9050], [1.9358, -1.3948, -5.6339], [-0.5234, -1.2994, -5.9699], [-1.9896, -0.4287, -4.1932]], "lowdin_charge": [0.58, 0.16, -0.46, -0.06, 0.35, -0.13, -0.26, -0.37, 0.34, -0.10, -0.25, -0.37, 0.16, 0.14, 0.08, 0.06, 0.08, 0.11, 0.11, 0.06, -0.11, -0.30, -0.29, 0.97, -0.52, -0.29, -0.33, -0.13, 0.07, 0.08, 0.08, 0.14, 0.14, 0.10, 0.08, 0.11, 0.11, 0.11, 0.12, 0.08, 0.11, 0.06, -0.52, 1.30, -0.30, -0.09, -0.04, -0.04, -0.04, -0.08, -0.36, -0.08, -0.05, -0.07, -0.06, -0.06, -0.28, -0.06, -0.06, -0.05, -0.09, -0.11, 0.10, 0.10, 0.08, 0.10, 0.10, 0.10, 0.11, 0.12, 0.12, 0.07, 0.08, 0.10, 0.13, 0.11, 0.12], "de_lowest_ev": 1.200, "lumo_energy_ev": -1.984, "charge": 1, "homo_ev": -11.91}

***

{"formula": "C26H37BrF4NO15P", "method": "the ωB97M-V functional and the def2-TZVPD basis", "elements": ["C", "C", "O", "O", "C", "N", "C", "O", "O", "C", "F", "F", "C", "F", "F", "P", "O", "Br", "H", "H", "H", "H", "H", "H", "H", "O", "C", "O", "C", "C", "C", "H", "H", "H", "H", "H", "H", "O", "C", "O", "C", "C", "C", "H", "H", "H", "H", "H", "H", "O", "C", "O", "C", "C", "C", "H", "H", "H", "H", "H", "H", "O", "C", "O", "C", "C", "C", "H", "H", "H", "H", "H", "H", "O", "C", "O", "C", "C", "C", "H", "H", "H", "H", "H", "H"], "xyz": [[3.2184, 1.8597, 2.3456], [2.7627, 1.3277, 1.0189], [1.6351, 1.2702, 0.6189], [3.8094, 0.9739, 0.2208], [3.7192, -0.2517, -0.4862], [4.8599, -1.0796, -0.0608], [5.5890, -1.5615, -1.1741], [6.7109, -1.3245, -1.4186], [4.7784, -2.2652, -2.0567], [4.7987, -3.6453, -2.1409], [5.8249, -4.1409, -1.4219], [4.9947, -3.9683, -3.4277], [3.4303, -4.2280, -1.6580], [3.6321, -4.9016, -0.4953], [2.9502, -5.0967, -2.5687], [4.7349, -2.2061, 1.2612], [3.3705, -1.5890, 1.8947], [6.2062, -1.2677, 2.6924], [4.0306, 1.2446, 2.7497], [2.3656, 1.8866, 3.0282], [3.6188, 2.8744, 2.2142], [2.7368, -0.6992, -0.3250], [3.8447, -0.0484, -1.5554], [2.7086, -3.4159, -1.5101], [3.5157, -1.1533, 2.7477], [2.4566, -1.8091, -3.7535], [2.7472, -0.9003, -4.4806], [1.9111, 0.1393, -4.6429], [2.4303, 1.0719, -5.6062], [3.9336, 0.8109, -5.6330], [3.9928, -0.6889, -5.3211], [1.9601, 0.8683, -6.5701], [2.1431, 2.0672, -5.2809], [4.3943, 1.0982, -6.5748], [4.4202, 1.3697, -4.8323], [3.9060, -1.3107, -6.2143], [4.8731, -1.0002, -4.7640], [0.4262, 3.8344, -5.6854], [-0.0208, 3.5985, -4.5982], [0.7562, 3.6147, -3.4892], [0.0073, 3.1599, -2.3446], [-1.4570, 3.3914, -2.7067], [-1.4320, 3.1919, -4.2196], [0.2305, 2.1022, -2.1910], [0.3457, 3.7252, -1.4797], [-2.1311, 2.7215, -2.1782], [-1.7391, 4.4190, -2.4722], [-1.5610, 2.1431, -4.4952], [-2.1527, 3.7902, -4.7701], [-2.8652, 2.1907, -3.5341], [-2.3553, 1.4137, -2.7766], [-1.0423, 1.1040, -2.8476], [-0.7092, 0.0882, -1.8796], [-1.7942, 0.1788, -0.8126], [-2.9948, 0.6351, -1.6401], [-0.7028, -0.8773, -2.3904], [0.2885, 0.2990, -1.5026], [-1.9415, -0.7529, -0.2736], [-1.5346, 0.9452, -0.0829], [-3.5465, -0.2000, -2.0778], [-3.6927, 1.2720, -1.1027], [-2.7203, -0.0197, 2.3793], [-3.3192, -1.0544, 2.4371], [-2.9961, -2.1157, 1.6578], [-3.9330, -3.1915, 1.8554], [-4.5461, -2.9374, 3.2293], [-4.5087, -1.4123, 3.3059], [-4.6751, -3.1471, 1.0555], [-3.3860, -4.1275, 1.7791], [-5.5378, -3.3692, 3.3390], [-3.9062, -3.3600, 4.0043], [-5.3990, -0.9555, 2.8691], [-4.3681, -1.0317, 4.3138], [-5.2329, -1.5271, 8.7077], [-5.0126, -0.4768, 8.1835], [-4.6879, -0.3857, 6.8666], [-4.3833, 0.9746, 6.5147], [-5.0727, 1.8298, 7.5736], [-5.0142, 0.9136, 8.7946], [-3.2983, 1.0960, 6.5227], [-4.7495, 1.1551, 5.5069], [-4.5963, 2.7978, 7.7089], [-6.1123, 1.9989, 7.2907], [-4.0873, 1.0297, 9.3592], [-5.8534, 1.0169, 9.4767]], "lowdin_charge": [0.03, -0.53, 0.12, 0.01, -0.16, -0.20, -0.55, 0.23, 0.07, -0.51, 0.15, 0.16, -0.28, 0.06, 0.10, 0.62, -0.35, 0.29, 0.06, 0.10, 0.10, 0.13, 0.14, 0.16, 0.03, 0.11, -0.49, 0.03, -0.13, -0.13, -0.06, 0.13, 0.10, 0.12, 0.12, 0.13, 0.12, 0.10, -0.46, 0.03, -0.11, -0.11, -0.11, 0.10, 0.13, 0.09, 0.15, 0.14, 0.15, -0.01, -0.52, -0.08, -0.11, -0.12, -0.03, 0.14, 0.11, 0.10, 0.12, 0.14, 0.13, 0.12, -0.48, 0.01, -0.15, -0.14, -0.07, 0.13, 0.13, 0.12, 0.12, 0.14, 0.10, 0.13, -0.48, 0.00, -0.16, -0.15, -0.07, 0.13, 0.12, 0.12, 0.12, 0.13, 0.13], "lumo_energy_ev": 0.067, "homo_ev": -8.31}

***

no.,orbital gap (eV)
1,9.927
2,8.378